{"formula": "C21H27IrN5O3", "method": "the ωB97M-V functional and the def2-TZVPD basis", "symbols": ["Ir", "C", "C", "N", "C", "C", "N", "C", "C", "N", "H", "H", "H", "H", "H", "H", "H", "H", "H", "H", "H", "H", "H", "H", "H", "C", "O", "C", "C", "C", "C", "C", "C", "N", "N", "C", "O", "C", "C", "C", "C", "C", "C", "C", "O", "H", "H", "H", "H", "H", "H", "H", "H", "H", "H", "H", "H"], "coordinates": [[0.51854, 0.38487, 0.13893], [2.84300, 1.75071, -0.65445], [1.83556, 2.90217, -0.46675], [0.55630, 2.42890, 0.18355], [0.38626, 2.95778, 1.59347], [-0.15143, 1.86396, 2.50124], [0.54282, 0.56667, 2.21360], [1.94076, 0.39271, 2.70682], [2.94438, 1.00035, 1.73395], [2.57454, 0.65442, 0.32160], [2.71576, 1.31010, -1.64093], [3.86926, 2.11363, -0.57390], [2.24512, 3.70691, 0.14019], [1.59166, 3.32389, -1.43962], [-0.23036, 2.76115, -0.37289], [1.35176, 3.31678, 1.93898], [-0.28744, 3.81271, 1.57682], [-0.05566, 2.13639, 3.55307], [-1.20241, 1.68684, 2.27662], [-0.02346, -0.15400, 2.65338], [2.06112, 0.79793, 3.71262], [2.10855, -0.68361, 2.75772], [2.99820, 2.08298, 1.81932], [3.94216, 0.61968, 1.95163], [3.09716, -0.17195, 0.04252], [1.12786, -4.07410, 1.34106], [1.99136, -4.31800, 0.21014], [1.97789, -3.63958, -0.91166], [2.60427, -4.26398, -2.00341], [2.59069, -3.67727, -3.23558], [1.94792, -2.43119, -3.43339], [1.38596, -1.73784, -2.39344], [0.60190, -0.54826, -2.70306], [0.16366, 0.26639, -1.82177], [-0.90836, 1.08838, -2.20155], [-1.75761, 1.14741, -1.19625], [-1.50246, 0.63415, -0.00942], [-3.03184, 1.86357, -1.36528], [-4.00192, 1.79127, -0.36624], [-5.19078, 2.48577, -0.51079], [-5.41042, 3.25833, -1.64346], [-4.44654, 3.32931, -2.64160], [-3.25970, 2.63081, -2.50913], [1.41078, -2.30273, -1.05639], [1.02470, -1.70089, -0.00405], [1.13565, -5.00804, 1.89232], [0.12218, -3.83322, 1.00743], [1.53483, -3.27242, 1.95096], [3.05576, -5.23249, -1.83672], [3.04234, -4.18041, -4.07923], [1.89214, -2.02232, -4.43451], [0.23398, -0.41568, -3.71714], [-3.83294, 1.17424, 0.50551], [-5.95037, 2.41981, 0.25609], [-6.33931, 3.80203, -1.75203], [-4.62523, 3.92503, -3.52619], [-2.51145, 2.66752, -3.28882]], "forces_ev_per_angstrom": [[0.395, -0.521, -0.056], [-0.024, -0.002, 0.038], [-0.066, -0.082, 0.054], [-0.021, 0.129, 0.279], [0.005, -0.151, -0.075], [0.095, -0.075, -0.120], [0.097, 0.214, 0.219], [-0.050, 0.023, -0.126], [0.027, -0.093, 0.009], [-0.019, 0.062, -0.052], [0.051, 0.016, -0.019], [-0.014, 0.042, 0.049], [0.046, 0.006, -0.028], [0.009, -0.021, -0.014], [0.062, 0.063, -0.023], [-0.009, 0.016, 0.015], [-0.028, -0.016, 0.043], [0.049, 0.049, -0.010], [-0.006, -0.004, 0.037], [0.008, -0.054, -0.078], [0.040, 0.056, -0.021], [-0.015, -0.001, 0.037], [-0.042, 0.000, -0.009], [0.010, 0.043, 0.031], [0.048, 0.045, -0.035], [0.012, -0.010, 0.003], [-0.012, 0.026, -0.027], [-0.055, -0.021, 0.059], [0.025, -0.006, -0.067], [0.016, -0.035, -0.004], [0.042, -0.017, 0.055], [0.104, 0.094, 0.107], [-0.144, -0.102, 0.036], [-0.119, 0.198, -0.251], [-0.066, -0.051, 0.306], [0.083, 0.018, -0.037], [0.063, -0.264, -0.427], [0.031, 0.039, -0.016], [-0.007, -0.011, 0.003], [-0.013, -0.002, -0.004], [-0.002, -0.005, 0.009], [0.010, -0.003, -0.001], [-0.029, -0.033, -0.021], [0.178, 0.166, -0.255], [-0.718, 0.297, 0.345], [-0.002, 0.001, -0.001], [-0.004, 0.003, 0.005], [-0.009, 0.002, 0.001], [-0.002, 0.001, 0.007], [0.005, 0.006, 0.001], [-0.002, 0.007, 0.002], [-0.059, -0.067, 0.017], [0.019, 0.017, 0.006], [0.000, 0.005, 0.000], [-0.001, -0.003, -0.004], [0.001, 0.001, 0.001], [0.007, 0.007, 0.007]], "total_charge": 2, "mol_weight_g_mol": 589.696, "lumo_ev": [-6.061, -8.276], "spin_multiplicity": 2, "energy_ha": -1419.7253, "max_force_ev_per_a": 0.9, "gap_ev": [7.69, 5.46]}

***

{"formula": "C21H27N3O2", "method": "the ωB97M-V functional and the def2-TZVPD basis", "symbols": ["C", "C", "C", "C", "C", "O", "C", "C", "N", "C", "C", "O", "N", "C", "C", "N", "C", "C", "C", "C", "C", "C", "C", "C", "C", "C", "H", "H", "H", "H", "H", "H", "H", "H", "H", "H", "H", "H", "H", "H", "H", "H", "H", "H", "H", "H", "H", "H", "H", "H", "H", "H", "H"], "coordinates": [[3.81248, 3.96523, -1.97762], [2.45341, 3.85885, -1.29228], [1.37555, 4.54310, -2.12991], [2.51217, 4.48952, 0.10939], [3.40688, 3.69027, 1.03422], [4.51127, 4.07861, 1.35678], [2.87219, 2.41148, 1.50062], [3.58531, 1.49643, 2.26452], [2.79480, 0.44788, 2.51091], [1.56726, 0.62580, 1.92728], [0.58034, -0.43380, 2.19369], [0.78444, -1.20240, 3.12857], [-0.53156, -0.51528, 1.42793], [-0.73319, 0.16716, 0.16955], [-1.55530, -0.71685, -0.78170], [-1.08692, -2.07617, -0.64031], [-1.34737, -2.95741, -1.76779], [-2.80896, -3.24719, -2.01248], [-3.40907, -4.37209, -1.45808], [-4.76366, -4.60453, -1.62225], [-5.53776, -3.71470, -2.34649], [-4.94841, -2.59751, -2.91350], [-3.59473, -2.36614, -2.74635], [-1.45753, -2.64409, 0.64672], [-1.50329, -1.54537, 1.71532], [1.58697, 1.85145, 1.29865], [3.79298, 3.46673, -2.94448], [4.58621, 3.50646, -1.36710], [4.07690, 5.00884, -2.13353], [2.19775, 2.79839, -1.18919], [1.59125, 5.60443, -2.23107], [0.39620, 4.43490, -1.66794], [1.33474, 4.10595, -3.12512], [1.50883, 4.53882, 0.53474], [2.91274, 5.50166, 0.03101], [4.59558, 1.56567, 2.61522], [2.99557, -0.36811, 3.07129], [0.24161, 0.36337, -0.28117], [-1.25439, 1.12054, 0.32764], [-2.63402, -0.61143, -0.57641], [-1.37578, -0.38314, -1.80519], [-0.81277, -3.89075, -1.56904], [-0.90512, -2.48931, -2.65195], [-2.80715, -5.07957, -0.90472], [-5.21480, -5.48341, -1.18523], [-6.59472, -3.89484, -2.47539], [-5.54469, -1.90517, -3.48992], [-3.14114, -1.49685, -3.20118], [-2.44051, -3.14120, 0.61782], [-0.69900, -3.38962, 0.90544], [-1.27100, -1.95978, 2.69685], [-2.49574, -1.08421, 1.74954], [0.77234, 2.32366, 0.79060]], "forces_ev_per_angstrom": [[-0.169, -0.202, 0.130], [-0.023, 0.191, -0.102], [0.119, -0.243, 0.147], [0.169, -0.102, -0.079], [-0.167, 0.344, -0.066], [0.095, -0.011, -0.014], [0.183, -0.464, 0.369], [0.090, 0.457, -0.240], [-0.069, -0.264, 0.093], [-0.040, 0.171, -0.109], [-0.205, 0.000, 0.073], [0.196, -0.145, 0.098], [0.021, -0.073, 0.074], [-0.069, 0.285, -0.345], [0.070, 0.075, 0.180], [0.069, 0.104, -0.032], [0.064, 0.061, 0.011], [0.063, -0.060, 0.006], [0.019, 0.029, -0.080], [-0.067, -0.082, 0.045], [-0.077, -0.023, -0.004], [-0.077, 0.083, -0.044], [0.043, -0.039, 0.007], [0.068, -0.069, 0.159], [-0.106, -0.271, 0.172], [0.066, -0.193, 0.105], [0.030, -0.032, -0.104], [0.159, -0.018, -0.007], [0.057, 0.139, -0.016], [0.004, 0.051, -0.007], [0.009, 0.152, -0.029], [-0.139, 0.028, 0.022], [-0.037, -0.001, -0.129], [-0.076, 0.032, 0.031], [-0.015, 0.004, 0.060], [0.169, -0.028, 0.084], [-0.026, 0.086, -0.024], [-0.124, 0.004, 0.000], [0.060, 0.002, -0.088], [0.058, 0.035, -0.096], [-0.062, 0.036, 0.022], [-0.007, 0.005, -0.098], [0.001, -0.099, 0.000], [0.073, -0.055, 0.062], [-0.039, -0.070, 0.027], [-0.081, -0.017, -0.013], [-0.049, 0.048, -0.046], [0.059, 0.089, -0.050], [0.086, 0.054, 0.052], [-0.102, -0.040, 0.061], [-0.137, 0.061, -0.139], [0.057, -0.055, 0.016], [-0.197, 0.030, -0.146]], "total_charge": 0, "smiles": "CC(C)CC(=O)c1c[nH]c(C(=O)N2CCN(Cc3ccccc3)CC2)c1", "mol_weight_g_mol": 353.466, "lumo_ev": 0.542, "e_above_lowest_kj_mol": 134.09, "spin_multiplicity": 1, "energy_ha": -1131.1872, "max_force_ev_per_a": 0.6, "gap_ev": 9.26}

***

{"formula": "C21H27N3O2", "method": "the ωB97M-V functional and the def2-TZVPD basis", "symbols": ["C", "C", "C", "N", "C", "C", "C", "C", "C", "N", "C", "O", "C", "C", "C", "C", "C", "N", "C", "C", "C", "C", "C", "C", "C", "O", "H", "H", "H", "H", "H", "H", "H", "H", "H", "H", "H", "H", "H", "H", "H", "H", "H", "H", "H", "H", "H", "H", "H", "H", "H", "H", "H"], "coordinates": [[-6.95170, -0.84876, -0.92541], [-5.85147, -0.45849, 0.05332], [-4.46643, -0.60137, -0.58200], [-3.40735, -0.36297, 0.38851], [-2.23890, -1.20091, 0.19523], [-1.36491, -0.90211, -1.03334], [-0.15164, -1.82173, -1.08171], [-3.14365, 1.05755, 0.54833], [-2.27952, 1.40100, 1.77014], [-0.86143, 1.27731, 1.52972], [-0.16156, 2.23014, 0.87291], [-0.60761, 3.31987, 0.56678], [1.22400, 1.82978, 0.55687], [2.20220, 2.53877, -0.07887], [3.32409, 1.67136, -0.16604], [4.64076, 1.75924, -0.69502], [5.11605, 3.01492, -1.34571], [5.45364, 0.74774, -0.62229], [5.07536, -0.41767, -0.04124], [6.00573, -1.47065, 0.00074], [5.67533, -2.66975, 0.57701], [4.40772, -2.87099, 1.13611], [3.47424, -1.86788, 1.11471], [3.78796, -0.63236, 0.52880], [2.92168, 0.47679, 0.43791], [1.65273, 0.57058, 0.87660], [-6.83650, -1.88387, -1.23979], [-7.92987, -0.73717, -0.46416], [-6.91580, -0.21701, -1.81054], [-6.01002, 0.57014, 0.37981], [-5.89296, -1.09730, 0.93663], [-4.38797, 0.07547, -1.44823], [-4.36899, -1.62439, -0.95238], [-1.62876, -1.13830, 1.10035], [-2.59434, -2.23405, 0.13088], [-1.02557, 0.13514, -1.00556], [-1.96152, -1.03277, -1.93874], [0.47694, -1.67461, -0.20581], [0.44852, -1.61815, -1.96582], [-0.46022, -2.86484, -1.10932], [-2.67986, 1.50953, -0.34392], [-4.11175, 1.54046, 0.69123], [-2.46070, 2.44797, 2.02626], [-2.55647, 0.76465, 2.61135], [-0.41889, 0.38366, 1.67224], [2.11434, 3.54499, -0.43202], [4.48189, 3.25747, -2.19693], [6.14055, 2.88677, -1.68078], [5.06374, 3.84328, -0.64102], [6.97875, -1.30146, -0.43244], [6.39726, -3.47263, 0.60427], [4.16895, -3.82307, 1.58627], [2.49397, -2.00933, 1.54610]], "forces_ev_per_angstrom": [[0.104, 0.132, 0.183], [0.064, -0.103, -0.315], [-0.236, 0.053, 0.318], [-0.046, 0.006, 0.038], [0.130, 0.108, -0.261], [-0.049, -0.130, 0.263], [-0.171, 0.146, -0.086], [0.066, 0.020, 0.240], [-0.351, 0.247, -0.292], [0.185, -0.304, 0.089], [-0.111, -0.301, 0.284], [0.070, 0.084, -0.117], [0.648, 0.966, -0.654], [-0.666, -0.298, 0.375], [-0.212, -1.043, 0.481], [-0.034, -0.094, 0.047], [-0.015, -0.003, 0.007], [0.451, 0.437, -0.335], [-0.610, -0.313, 0.348], [-0.048, -0.205, 0.096], [0.197, 0.093, -0.111], [-0.261, 0.026, 0.088], [-0.007, -0.131, 0.054], [0.132, -0.010, -0.042], [0.725, 0.822, -0.590], [-0.018, -0.326, 0.143], [-0.030, -0.114, -0.069], [-0.126, -0.018, -0.043], [-0.064, 0.032, -0.134], [0.014, 0.027, 0.090], [0.050, 0.038, 0.051], [0.008, -0.084, -0.050], [0.029, -0.001, -0.066], [0.052, -0.148, -0.003], [0.085, 0.003, 0.072], [-0.056, 0.045, -0.065], [-0.032, 0.082, -0.034], [0.108, -0.022, 0.097], [0.111, -0.049, -0.039], [0.024, -0.142, -0.004], [-0.065, 0.023, 0.041], [0.046, 0.064, -0.047], [-0.034, -0.145, 0.077], [0.004, 0.055, 0.001], [0.024, 0.130, -0.009], [-0.130, 0.235, -0.051], [-0.035, 0.093, -0.086], [0.024, 0.008, -0.012], [0.003, 0.130, 0.013], [0.094, 0.039, -0.051], [0.073, -0.044, -0.012], [-0.039, -0.061, 0.039], [-0.074, -0.053, 0.044]], "total_charge": 0, "smiles": "CCCN(CCC)CCNC(=O)c1cc2c(C)nc3ccccc3c2o1", "mol_weight_g_mol": 353.466, "lumo_ev": 0.217, "e_above_lowest_kj_mol": 114.24, "spin_multiplicity": 1, "energy_ha": -1131.1947, "max_force_ev_per_a": 1.3, "gap_ev": 8.62}